Record 1
Here is a structure of composition C4H7O3 in a non-equilibrium geometry from the OMol25 dataset. Energies are from ωB97M-V with the def2-TZVPD basis set.

Values from the calculation:
Kohn-Sham gap in eV: 7.9
Total charge: -1
ΔE to the lowest compared entry with this formula, charge and spin in kcal per mole: 113.1
DFT total energy in eV: -10400.967
Largest force on an atom in Eh/bohr: 0.08568

```
14
Properties=species:S:1:pos:R:3:mulliken_charge:R:1
C 1.373 -1.527 -0.127 -0.171
O 2.744 -1.807 -0.390 -0.646
C 0.465 -0.344 -0.728 -0.520
C 1.154 -0.124 0.523 -0.335
C -2.251 1.524 0.248 -0.081
O -1.519 1.678 -0.756 -0.653
O -2.097 0.768 1.218 -0.646
H 1.844 -1.938 -1.179 0.317
H 0.724 -2.352 0.160 0.395
H -0.573 -0.548 -0.782 0.222
H 0.943 -0.012 -1.637 0.276
H 0.730 -0.255 1.507 0.216
H 2.087 0.404 0.470 0.229
H -3.177 2.168 0.225 0.398
```

---

Record 2
Here is an isolated molecule of C4H5NO3 in a non-equilibrium geometry from the OMol25 dataset. Energies are from ωB97M-V with the def2-TZVPD basis set.

Values from the calculation:
Kohn-Sham gap in eV: 9.2
ΔE to the lowest compared entry with this formula, charge and spin in kcal per mole: 29.1
DFT total energy in eV: -11860.740
Largest force on an atom in Eh/bohr: 0.02214

```
13
Properties=species:S:1:pos:R:3:mulliken_charge:R:1
O -0.950 -0.361 2.761 -0.548
C -0.489 0.666 1.894 -0.284
C -0.084 0.092 0.589 0.464
N -0.077 -1.159 0.256 -0.497
C 0.289 -1.165 -1.093 -0.479
C 0.430 0.124 -1.494 0.605
O 0.711 0.732 -2.647 -0.497
O 0.244 0.944 -0.441 -0.342
H -0.734 -1.212 2.329 0.380
H -1.278 1.387 1.740 0.254
H 0.364 1.170 2.322 0.226
H 0.376 -2.070 -1.654 0.370
H 0.896 0.015 -3.293 0.347
```

---

Record 3
Here is a structure of composition C25H18Br2CsN7 in a non-equilibrium geometry from the OMol25 dataset. Energies are from ωB97M-V with the def2-TZVPD basis set.

Values from the calculation:
Kohn-Sham gap in eV: 5.8
DFT total energy in eV: -177278.513
Largest force on an atom in Eh/bohr: 0.07300

```
53
Properties=species:S:1:pos:R:3:mulliken_charge:R:1
Cs 0.658 -0.521 -1.093 1.078
C 3.201 -0.661 3.424 -0.576
C 2.087 -0.967 4.257 -0.130
C 0.873 -0.467 4.000 -0.780
C 0.664 0.331 2.789 0.508
N 1.706 0.507 1.939 -0.389
C 2.926 0.091 2.296 -0.528
N -0.599 0.717 2.477 -0.413
C -1.079 1.676 1.651 0.156
N -1.168 1.461 0.282 -0.299
C -1.415 2.733 -0.242 0.124
N -1.514 3.068 -1.458 -0.224
C -1.427 2.595 -2.715 0.181
C -2.198 3.286 -3.666 -0.439
C -2.116 3.014 -4.988 -0.482
C -1.288 1.990 -5.392 -0.516
C -0.628 1.252 -4.409 -0.044
N -0.594 1.587 -3.126 -0.166
C -1.669 3.733 0.812 0.122
C -1.734 5.120 0.871 -0.060
C -1.662 5.813 2.127 -0.507
C -1.387 5.094 3.276 -0.490
C -1.397 3.706 3.247 -0.749
C -1.513 3.031 2.035 0.192
H 4.189 -0.934 3.729 0.422
H 2.212 -1.706 5.049 0.395
H 0.055 -0.624 4.703 0.348
H 3.681 0.400 1.631 0.456
H -2.819 4.131 -3.374 0.354
H -2.661 3.539 -5.765 0.376
H -1.155 1.656 -6.428 0.345
H -0.051 0.373 -4.712 0.151
H -1.925 5.675 -0.082 0.335
H -1.900 6.913 2.214 0.312
H -1.062 5.664 4.080 0.450
H -1.364 3.174 4.151 0.508
Br 1.163 -5.812 -5.336 -0.083
C 2.249 -4.252 -4.564 -0.540
Br 1.358 -2.468 -4.230 -0.011
H 3.080 -4.156 -5.213 0.408
H 2.492 -4.522 -3.545 0.246
N 0.714 -4.091 4.158 -0.455
C 0.464 -4.333 3.068 0.075
C 0.216 -4.527 1.689 0.441
C 0.850 -5.562 0.974 -0.373
C 0.823 -5.473 -0.368 -0.472
C 0.154 -4.409 -0.977 -0.330
N -0.494 -3.428 -0.326 -0.461
C -0.457 -3.537 1.025 -0.181
H 1.381 -6.299 1.562 0.473
H 1.237 -6.308 -1.017 0.322
H -0.041 -4.455 -2.066 0.523
H -1.115 -2.818 1.574 0.398
```

---

Record 4
Here is a cluster of 2 separate species, C3H5I in total in a non-equilibrium geometry from the OMol25 dataset. Energies are from ωB97M-V with the def2-TZVPD basis set.

Values from the calculation:
Kohn-Sham gap in eV: 9.9
ΔE to the lowest compared entry with this formula, charge and spin in kcal per mole: 55.5
DFT total energy in eV: -11289.620
Largest force on an atom in Eh/bohr: 0.10462

```
9
Properties=species:S:1:pos:R:3:mulliken_charge:R:1
C -1.196 -1.706 -0.951 0.418
C -0.417 -1.123 -1.609 -0.971
I 0.708 -0.043 -2.988 0.208
H -1.484 -2.125 -0.029 0.353
C 0.415 0.964 1.112 -0.873
H 0.915 1.496 0.235 0.155
H 0.335 -0.107 0.916 0.165
H 1.186 1.259 1.818 0.298
H -0.462 1.384 1.495 0.246
```